Record 1
This record from the OMol25 dataset describes a molecular structure, C49H50FN7P2Si2Ti at a distorted geometry. The level of theory is wB97M-V/def2-TZVPD.

<S²> = 0.7894
orbital gap (alpha / beta) = 5.74 / 5.74 eV

The geometry in ORCA input format:
```
! RIJCOSX wB97M-V def2-TZVPD def2/J DEFGRID3
* xyz -1 2
Ti 1.7784 -0.6200 0.5575
C 3.8711 1.2215 3.5751
Si 2.0412 0.7141 3.8034
C 2.0011 -0.8692 4.8411
C 1.4666 2.0938 4.9946
N 1.0383 0.4230 2.4365
P 0.1793 1.3871 1.4787
C -0.0625 0.5607 0.0542
P -1.5034 0.1935 -0.7506
N -2.2995 -1.0847 -0.4163
Si -2.9665 -2.4383 -1.2521
C -3.1780 -3.7789 0.0482
C -1.8960 -3.0416 -2.6781
C -4.6811 -2.0574 -1.9197
C -1.0945 0.2202 -2.5142
C 0.1966 -0.1993 -2.9543
C 0.4139 -0.5285 -4.2701
C -0.6459 -0.5483 -5.1621
C -1.9278 -0.1434 -4.7696
C -2.1207 0.2203 -3.4041
C -2.6247 1.6481 -0.5343
C -3.8957 1.4889 -0.0034
C -4.7166 2.6304 0.0260
C -4.3630 3.8370 -0.5703
C -3.0983 3.9918 -1.1491
C -2.2619 2.8484 -1.1212
C 1.0592 2.9161 1.2757
C 2.1027 2.7608 0.1070
C 3.2025 3.7479 0.2560
C 3.1613 4.8471 1.0810
C 2.1313 4.9290 2.0422
C 1.1243 3.9277 2.1390
C -1.3330 1.9112 2.4460
C -1.8717 1.0429 3.3719
C -2.9701 1.4018 4.1514
C -3.5936 2.6457 3.9595
C -3.0289 3.4876 3.0317
C -1.8894 3.1995 2.3029
H 4.3014 1.3271 4.5715
H 3.9841 2.2037 3.1102
H 4.4963 0.5266 2.9958
H 2.7773 -0.7933 5.6214
H 2.4151 -1.6431 4.1763
H 1.0013 -1.1253 5.2119
H 1.8505 1.8626 5.9795
H 0.3944 2.1195 5.0398
H 1.9171 3.0727 4.7287
H -2.2056 -4.1298 0.3837
H -3.7908 -4.6593 -0.2639
H -3.7372 -3.3972 0.9159
H -1.9836 -2.3390 -3.5182
H -2.1581 -4.0631 -3.0440
H -0.8460 -2.9451 -2.3746
H -4.6590 -1.0502 -2.4932
H -5.3988 -1.9402 -1.1158
H -5.1003 -2.7837 -2.6086
H 0.9782 -0.2659 -2.2480
H 1.4357 -0.8333 -4.6112
H -0.4330 -0.8572 -6.1594
H -2.7787 -0.1190 -5.4686
H -3.1393 0.5251 -3.1119
H -4.2432 0.5422 0.4308
H -5.7019 2.5998 0.4738
H -4.9819 4.7188 -0.5405
H -2.7320 4.9068 -1.5182
H -1.2600 2.9943 -1.4584
H 0.6201 2.1041 -1.3901
H 4.0296 3.7179 -0.3895
H 3.9537 5.5967 1.0372
H 1.9889 5.8262 2.6420
H 0.3980 3.9464 2.9296
H -1.4585 0.0601 3.4544
H -3.2708 0.8102 4.9879
H -4.4081 2.8732 4.5981
H -3.4783 4.4676 2.8299
H -1.4778 3.8380 1.5502
C -0.4764 -3.4221 3.2602
C -0.3294 -4.6999 2.7332
C 0.1965 -4.8403 1.4921
C 0.6050 -3.7352 0.7974
N 0.5125 -2.4839 1.2902
C -0.1045 -2.3409 2.4880
N 1.2056 -4.0776 -0.4085
C 1.8786 -3.3534 -1.1567
N 2.2078 -2.0114 -1.0957
C 2.8053 -1.7204 -2.2550
N 3.1622 -0.5720 -2.7871
C 3.2048 0.5265 -1.9706
C 3.2147 1.8137 -2.7246
C 2.3752 2.8027 -2.4639
C 1.4151 2.8904 -1.3166
C 2.6632 1.3666 0.2778
N 2.9039 0.4437 -0.7598
C 2.7846 -2.8453 -3.1917
C 3.1114 -3.0572 -4.5232
C 2.7241 -4.2529 -5.1682
C 2.1730 -5.2506 -4.3715
C 2.0054 -5.1093 -3.0197
C 2.2513 -3.8780 -2.4610
H -0.8657 -3.1986 4.3125
H -0.6759 -5.5694 3.2465
H 0.3219 -5.8169 1.0287
H -0.1139 -1.2977 2.8393
H 3.7920 1.8645 -3.6173
H 2.4483 3.5801 -3.1809
H 0.9293 3.8636 -1.3496
H 3.4009 1.3904 1.0615
H 3.5348 -2.2424 -5.0833
H 2.9161 -4.3733 -6.2673
H 1.9839 -6.2275 -4.8028
H 1.6043 -5.9284 -2.4179
F 3.1903 -0.9194 1.7002
*
```

Record 2
This record from the OMol25 dataset describes a molecular structure, C49H51BrFN3O6PbS3Sb2Se. The level of theory is wB97M-V/def2-TZVPD.

orbital gap = 5.02 eV
relative energy (zero: lowest compared OMol25 entry of this formula, charge and spin) = 0.000 eV

The geometry in ORCA input format:
```
! RIJCOSX wB97M-V def2-TZVPD def2/J DEFGRID3
* xyz 0 1
Pb -0.6207 -1.8749 1.0769
C -3.7742 2.6109 -0.1311
Sb -2.9334 1.0963 1.1881
C -4.8058 0.7284 2.1667
C -2.1078 2.6045 2.5431
C -2.5343 2.5102 3.9772
C -3.8115 2.9668 4.3143
C -4.2930 2.9252 5.6095
C -3.4817 2.4273 6.6202
C -2.2075 1.9913 6.3090
C -1.7106 2.0202 5.0035
C -0.3182 1.5398 4.7663
Sb -0.0463 -0.5992 4.5787
C -0.3534 -1.1434 6.6137
C 2.0579 -0.3625 4.5744
H -4.2974 3.3778 0.4424
H -4.4835 2.1445 -0.8174
H -2.9871 3.0817 -0.7213
H -5.4594 1.5982 2.1134
H -4.6179 0.4680 3.2063
H -5.2866 -0.1163 1.6727
H -2.4362 3.5579 2.1253
H -1.0292 2.5439 2.4186
H -4.4401 3.3646 3.5248
H -5.2909 3.2823 5.8301
H -3.8356 2.3889 7.6425
H -1.5630 1.6223 7.1000
H 0.3331 1.8211 5.5981
H 0.1117 1.9401 3.8520
H 0.3373 -0.5973 7.2570
H -0.2044 -2.2130 6.7401
H -1.3845 -0.8918 6.8572
H 2.2838 0.0821 5.5455
H 2.3141 0.3190 3.7677
H 2.5840 -1.3030 4.4605
F -2.9261 2.6025 -3.2153
C -2.1839 1.5119 -3.5213
C -2.2688 0.3782 -2.7638
C -1.5465 -0.7567 -3.1185
C -1.6168 -1.9213 -2.1898
O -2.3447 -1.8779 -1.2053
C -0.7266 -3.0055 -2.5409
C -0.0581 -2.9464 -3.7090
N -0.0468 -1.9040 -4.6042
C 0.7107 -2.1390 -5.8147
C 0.4169 -1.5598 -7.1609
C 1.7024 -1.2034 -6.4346
C -0.7397 -0.7516 -4.2717
C -0.6263 0.4477 -4.9888
C -1.3307 1.5772 -4.6176
N -1.1356 2.7797 -5.3641
C -1.8569 2.9467 -6.6110
C -0.9037 3.6531 -7.5941
N 0.1546 4.3432 -6.7750
C -0.4589 5.0837 -5.6235
C -1.0229 4.0362 -4.6426
C -0.4098 -4.2316 -1.6467
O 0.1474 -5.1755 -2.2159
O -0.6799 -4.0854 -0.4292
H -2.8823 0.3292 -1.8725
H 0.5472 -3.8088 -3.9615
H 1.0092 -3.1755 -5.8370
H -0.3527 -0.8079 -7.2476
H 0.4727 -2.2323 -8.0050
H 1.8083 -0.2112 -6.0217
H 2.6291 -1.6345 -6.7859
H 0.0487 0.5511 -5.8226
H -2.7773 3.5308 -6.4808
H -2.1371 1.9740 -7.0069
H -1.3952 4.4119 -8.1999
H -0.3900 2.9482 -8.2450
H 0.7205 4.9582 -7.3561
H 0.7496 3.6104 -6.3803
H -1.2350 5.7185 -6.0470
H 0.3014 5.7134 -5.1681
H -1.9736 4.4065 -4.2498
H -0.3483 3.8907 -3.7991
Se -2.1577 -1.3186 3.5799
Br 5.0844 5.1758 0.0119
C 3.8148 3.7795 0.2249
C 3.3002 3.5160 1.4820
C 2.3724 2.4935 1.6261
C 1.9548 1.7559 0.5271
C 2.4922 2.0345 -0.7244
C 3.4274 3.0447 -0.8846
C 0.9600 0.6267 0.6629
O 0.5626 0.0759 -0.3847
O 0.6032 0.2960 1.8303
H 3.6222 4.0968 2.3353
H 1.9699 2.2612 2.6024
H 2.1676 1.4322 -1.5630
H 3.8581 3.2598 -1.8533
O 0.6430 -2.5473 3.0429
C 1.6971 -3.4076 2.7001
C 2.4828 -2.8443 1.5163
C 2.3325 -3.1706 0.1951
C 3.0995 -2.3470 -0.6761
C 3.8184 -1.4090 -0.0073
S 3.5612 -1.5059 1.6824
C 2.5943 -3.6489 3.9028
C 3.9441 -3.8014 3.9856
C 4.3914 -4.0857 5.3092
C 3.3659 -4.1476 6.1983
S 1.8535 -3.8747 5.4395
C 1.0922 -4.7611 2.3293
C 1.6500 -5.8575 1.7480
C 0.7317 -6.9344 1.6209
C -0.4914 -6.6307 2.1322
S -0.5486 -5.0388 2.7491
H 1.6970 -3.9807 -0.1367
H 3.1006 -2.4535 -1.7515
H 4.4791 -0.6577 -0.4117
H 4.6006 -3.7209 3.1316
H 5.4279 -4.2307 5.5787
H 3.4202 -4.3395 7.2578
H 2.6768 -5.8893 1.4098
H 0.9678 -7.8796 1.1537
H -1.3720 -7.2520 2.1467
*
```

Record 3
This record from the OMol25 dataset describes a molecular structure, C49H52BrCdN5O7PSSb at a distorted geometry. The level of theory is wB97M-V/def2-TZVPD.

orbital gap = 5.98 eV
relative energy (zero: lowest compared OMol25 entry of this formula, charge and spin) = 0.441 eV

The geometry in ORCA input format:
```
! RIJCOSX wB97M-V def2-TZVPD def2/J DEFGRID3
* xyz -2 1
Cd -1.3979 -0.8585 0.3327
O -0.8046 -5.3463 -0.0032
C -0.6534 -4.1292 -0.2017
N -1.2327 -3.1208 0.4196
C -2.0054 -3.3585 1.5464
C -1.6702 -4.2754 2.5385
C -2.4688 -4.4318 3.6580
C -3.6150 -3.6700 3.8091
C -3.9606 -2.7388 2.8462
C -3.1643 -2.5603 1.7174
N -3.3690 -1.5692 0.7798
C -4.5468 -1.1351 0.3783
O -5.6656 -1.6259 0.5850
C -4.4535 0.1283 -0.4451
C -5.5614 0.9761 -0.4261
C -5.5130 2.1723 -1.1088
C -4.3514 2.4873 -1.8006
C -3.3161 1.5684 -1.7845
N -3.3563 0.4157 -1.1400
C 0.2811 -3.7380 -1.3182
C 1.2921 -4.6432 -1.6630
C 2.1517 -4.3446 -2.6986
C 1.9654 -3.1499 -3.3827
C 0.9296 -2.3253 -2.9779
N 0.1091 -2.5986 -1.9779
H -0.7631 -4.8496 2.4238
H -2.1919 -5.1561 4.4153
H -4.2352 -3.7868 4.6890
H -4.8349 -2.1151 2.9667
H -6.4272 0.6571 0.1354
H -6.3536 2.8548 -1.0993
H -4.2587 3.4199 -2.3399
H -2.3976 1.7656 -2.3234
H 1.3527 -5.5676 -1.1100
H 2.9560 -5.0154 -2.9788
H 2.5974 -2.8771 -4.2179
H 0.7312 -1.3884 -3.4906
Br 0.4558 6.4285 4.8223
C -0.0341 4.9767 3.6837
C -1.2275 5.0451 2.9916
C -1.5758 3.9889 2.1672
C -0.7363 2.8903 2.0301
C 0.4534 2.8592 2.7416
C 0.8178 3.8996 3.5740
C -1.1614 1.6634 1.2439
O -2.3199 1.2721 1.4109
O -0.3187 1.1343 0.4719
H -1.8931 5.8891 3.1234
H -2.5206 4.0072 1.6432
H 1.0811 1.9884 2.6779
H 1.7291 3.8408 4.1511
C -1.7624 -2.9887 -4.7093
Sb -2.2100 -1.2449 -3.4520
C -4.1198 -2.1039 -2.9425
C -3.0298 -0.2184 -5.2447
H -2.5923 -3.1748 -5.3853
H -1.6346 -3.8500 -4.0636
H -0.8542 -2.8549 -5.2889
H -4.3776 -2.8906 -3.6461
H -4.8994 -1.3493 -2.9380
H -4.0328 -2.5209 -1.9479
H -3.6374 -0.8896 -5.8420
H -2.2061 0.1424 -5.8553
H -3.6344 0.6344 -4.9562
O 0.8695 0.0241 5.9288
S -0.7523 0.4478 5.2185
O -0.7670 1.8971 5.2862
N -0.5646 0.0142 3.6971
C 0.2146 -0.9178 3.2054
O 0.1999 -1.2751 2.0123
C 1.2945 -1.4821 4.0852
C 2.0873 -2.5065 3.5862
C 3.1931 -2.9618 4.2790
C 3.5256 -2.3749 5.4888
C 2.7437 -1.3659 6.0129
C 1.6040 -0.9205 5.3345
H 1.8051 -2.9251 2.6311
H 3.8053 -3.7569 3.8769
H 4.4104 -2.7006 6.0212
H 2.9836 -0.9067 6.9621
C 3.5299 2.6982 -3.1288
C 2.6423 1.4576 -3.0414
C 3.4056 0.2583 -3.5967
C 1.4100 1.6750 -3.9254
P 1.8655 1.0614 -1.3039
C 1.6418 2.8168 -0.7759
C 2.4910 3.6161 -0.0212
C 2.0904 4.8756 0.3946
C 0.8585 5.3836 0.0271
C 0.0149 4.6127 -0.7570
C 0.4002 3.3432 -1.1345
C 3.2482 0.3339 -0.1897
C 3.1245 -1.1812 -0.3927
C 4.7089 0.7517 -0.3703
C 2.8261 0.6105 1.2505
H 3.9101 2.7998 -4.1497
H 4.3812 2.6317 -2.4567
H 2.9654 3.5956 -2.8848
H 3.6007 0.3992 -4.6623
H 2.8280 -0.6498 -3.4708
H 4.3630 0.1276 -3.1033
H 1.6873 1.7626 -4.9773
H 0.8947 2.5841 -3.6317
H 0.7103 0.8464 -3.8187
H 3.4699 3.2700 0.2746
H 2.7441 5.4609 1.0275
H 0.5532 6.3671 0.3580
H -0.9611 4.9874 -1.0396
H -0.2886 2.7142 -1.6794
H 3.3900 -1.4835 -1.4037
H 2.0971 -1.4875 -0.1945
H 3.7779 -1.7083 0.3047
H 5.2917 0.3096 0.4407
H 5.1255 0.3906 -1.3063
H 4.8437 1.8292 -0.3279
H 1.7822 0.3355 1.3711
H 2.9474 1.6567 1.5092
H 3.4237 0.0126 1.9411
*
```

Record 4
This record from the OMol25 dataset describes a molecular structure, C49H52EuN9PS2 at a distorted geometry. The level of theory is wB97M-V/def2-TZVPD.

<S²> = 15.7600
orbital gap (alpha / beta) = 5.70 / 6.31 eV

The geometry in ORCA input format:
```
! RIJCOSX wB97M-V def2-TZVPD def2/J DEFGRID3
* xyz 0 8
Eu 0.0095 0.0271 -0.1047
N 0.4402 -3.6004 3.0179
C 0.0715 -2.9406 1.9020
S -1.1154 -1.6926 2.0528
N 0.6046 -3.3392 0.7783
N 0.4461 -2.5821 -0.3277
C 0.6210 -3.2070 -1.4561
C 0.9671 -4.6517 -1.5407
C 2.3073 -5.0120 -1.4343
C 2.6890 -6.3318 -1.5987
C 1.7394 -7.3050 -1.8630
C 0.4007 -6.9602 -1.9324
C 0.0147 -5.6394 -1.7684
C 0.6076 -2.4355 -2.6865
C 0.6904 -3.0782 -3.9278
C 0.7980 -2.3266 -5.0802
C 0.8686 -0.9479 -4.9565
C 0.7669 -0.3922 -3.6899
N 0.5832 -1.0931 -2.5753
H -0.0620 -3.4594 3.8774
H 1.0136 -4.4195 2.9039
H 3.0483 -4.2483 -1.2503
H 3.7326 -6.5987 -1.5331
H 2.0407 -8.3292 -2.0228
H -0.3426 -7.7219 -2.1233
H -1.0319 -5.3738 -1.8467
H 0.6850 -4.1552 -3.9617
H 0.8502 -2.8028 -6.0464
H 1.0050 -0.3050 -5.8117
H 0.8682 0.6767 -3.5683
C 2.6742 1.2776 1.9278
N 2.2867 -0.0467 1.4111
C 2.4567 -1.0127 2.4974
C 3.0660 -0.3715 0.2263
C 4.0462 -1.3505 0.2166
C 4.7551 -1.6502 -0.9369
C 4.4961 -0.9365 -2.0939
C 3.5433 0.0584 -2.0976
C 2.7913 0.3721 -0.9529
N 1.7400 1.2717 -0.9472
C 1.7152 2.2484 -1.9227
C 2.8886 2.9070 -2.3306
C 2.8834 3.8489 -3.3334
C 1.6941 4.1943 -3.9548
C 0.5148 3.6165 -3.5233
C 0.5025 2.6446 -2.5323
N -0.7504 2.0503 -2.0591
C -1.6231 1.6359 -3.1700
C -1.4773 3.0917 -1.3188
H 2.0518 1.5326 2.7892
H 2.5440 2.0336 1.1541
H 3.7254 1.2801 2.2437
H 3.4152 -0.9002 3.0196
H 2.3864 -2.0266 2.1130
H 1.6630 -0.8607 3.2269
H 4.2896 -1.8962 1.1140
H 5.5057 -2.4261 -0.9156
H 5.0377 -1.1508 -3.0026
H 3.3448 0.6001 -3.0084
H 3.8190 2.6562 -1.8418
H 3.8100 4.3180 -3.6276
H 1.6724 4.9264 -4.7455
H -0.4109 3.9202 -3.9882
H -1.8465 2.4670 -3.8495
H -2.5632 1.2756 -2.7527
H -1.1760 0.8299 -3.7497
H -1.8762 3.8553 -1.9982
H -0.8033 3.5840 -0.6218
H -2.3128 2.6471 -0.7715
C -1.5241 6.2589 1.3980
C -2.6447 5.5573 1.8058
C -2.5645 4.2006 2.0703
C -1.3587 3.5344 1.8997
C -0.2332 4.2451 1.4793
C -0.3127 5.6036 1.2400
P -1.0713 1.7694 2.3025
C -2.7532 1.1935 2.7764
C -3.0465 0.6261 4.0122
C -4.3279 0.1783 4.2853
C -5.3314 0.3013 3.3409
C -5.0499 0.8749 2.1120
C -3.7686 1.3084 1.8277
C -0.3644 2.0387 3.9790
C 0.1072 0.9304 4.6791
C 0.5722 1.0619 5.9743
C 0.5595 2.3006 6.5932
C 0.0957 3.4067 5.9036
C -0.3564 3.2830 4.6020
H -1.5917 7.3174 1.2073
H -3.5872 6.0670 1.9333
H -3.4377 3.6702 2.4190
H 0.7066 3.7189 1.3517
H 0.5638 6.1510 0.9299
H -2.2852 0.5284 4.7712
H -4.5386 -0.2724 5.2435
H -6.3281 -0.0518 3.5583
H -5.8257 0.9828 1.3692
H -3.5522 1.7437 0.8602
H 0.0795 -0.0412 4.2040
H 0.9361 0.2002 6.5120
H 0.9004 2.4029 7.6115
H 0.0745 4.3736 6.3824
H -0.7092 4.1625 4.0862
C -3.4225 -3.4344 -3.2223
N -3.2853 -2.1456 -2.5833
C -2.8758 -1.9236 -1.3318
N -2.5697 -2.9145 -0.4995
S -2.7939 -0.3195 -0.8076
H -3.7467 -3.2799 -4.2485
H -4.1673 -4.0516 -2.7131
H -2.4625 -3.9585 -3.2340
H -3.5461 -1.3234 -3.1068
H -2.6862 -3.8855 -0.7402
H -2.2703 -2.6631 0.4515
*
```

| no. | E (a.u.) |
| --- | --- |
| 1 | -4491.75694 |
| 2 | -9456.65480 |
| 3 | -6420.57085 |
| 4 | -4239.36547 |